## i
{"formula": "C3H3NO2", "method": "ωB97M-V/def2-TZVPD", "lumo_energy_ha": 0.0245, "homo_ev": -9.869, "mol_weight_da": 85.1, "orbital_gap_ev": 10.537, "species": ["O", "C", "N", "C", "C", "O", "H", "H", "H"], "coordinates": [[-2.3338, 0.4187, 0.3802], [-1.1687, 0.1807, 0.2291], [-0.4685, -0.1040, -0.9624], [0.8287, -0.4568, -0.8191], [1.0048, -0.1666, 0.5792], [-0.2208, 0.1394, 1.2108], [-0.9480, -0.0871, -1.8502], [1.5672, 0.6760, -0.0158], [1.7391, -0.6003, 1.2482]], "lowdin_charge": [0.14, -0.51, 0.08, -0.02, -0.20, 0.07, 0.15, 0.16, 0.13]}



## ii
{"formula": "C3H3NO2", "method": "ωB97M-V/def2-TZVPD", "lumo_energy_ha": 0.0006, "homo_ev": -11.404, "mol_weight_da": 85.1, "smiles": "N#CCOC=O", "orbital_gap_ev": 11.420, "species": ["N", "C", "C", "O", "C", "O", "H", "H", "H"], "coordinates": [[-2.6507, 0.8170, 0.4106], [-1.9491, 0.3785, -0.4016], [-0.5790, -0.2554, -0.1413], [0.4771, 0.6275, -0.5292], [1.6257, 0.1367, -0.0297], [1.6475, -0.8916, 0.5931], [-0.4708, -1.2333, -0.6078], [-0.6105, -0.3347, 0.9489], [2.5098, 0.7553, -0.2431]], "lowdin_charge": [0.16, -0.12, -0.18, -0.01, -0.32, 0.07, 0.13, 0.13, 0.15]}



Energies relative to the minimum, eV: i 0.304; ii 0.000



## i
{"formula": "C3H3NO2", "method": "ωB97M-V/def2-TZVPD", "lumo_energy_ha": 0.0287, "homo_ev": -9.193, "mol_weight_da": 85.1, "smiles": "O=c1[nH]cco1", "orbital_gap_ev": 9.973, "species": ["O", "C", "N", "C", "C", "O", "H", "H", "H"], "coordinates": [[2.2337, -0.6420, 1.0694], [1.1534, -0.4052, 0.6109], [0.6491, 0.7905, 0.0815], [-0.7546, 0.6434, 0.0080], [-1.0340, -0.6206, 0.3182], [0.1194, -1.3150, 0.6019], [1.1406, 1.1443, -0.7324], [-1.4203, 1.4947, -0.0374], [-1.9587, -1.1594, 0.4552]], "lowdin_charge": [0.13, -0.52, 0.10, -0.09, -0.09, 0.07, 0.15, 0.12, 0.12]}



## ii
{"formula": "C3H3NO2", "method": "ωB97M-V/def2-TZVPD", "lumo_energy_ha": -0.0043, "homo_ev": -9.751, "mol_weight_da": 85.1, "orbital_gap_ev": 9.633, "species": ["O", "C", "O", "C", "C", "N", "H", "H", "H"], "coordinates": [[-1.1239, 0.1896, 1.2970], [0.7046, -0.7346, 0.6079], [0.2824, -0.8473, -0.7177], [-0.4066, 0.4373, -0.9280], [-0.2993, 0.7544, 0.5417], [0.9823, 0.4991, 1.0134], [1.1124, -1.6375, 1.0510], [0.1597, 1.1091, -1.5715], [-1.4116, 0.2299, -1.2937]], "lowdin_charge": [0.07, -0.15, -0.03, -0.04, -0.43, 0.16, 0.15, 0.13, 0.13]}



Energies relative to the minimum, eV: i 0.000; ii 4.001



## i
{"formula": "C3H3NO2", "method": "ωB97M-V/def2-TZVPD", "lumo_energy_ha": 0.0257, "homo_ev": -10.205, "mol_weight_da": 85.1, "smiles": "Oc1ccon1", "orbital_gap_ev": 10.905, "species": ["O", "C", "C", "C", "O", "N", "H", "H", "H"], "coordinates": [[2.0676, -0.0042, -0.0935], [0.8055, -0.3358, 0.2458], [-0.1791, 0.6738, 0.0421], [-1.3097, -0.0483, 0.0017], [-1.0566, -1.3325, 0.2746], [0.3191, -1.5281, 0.4194], [1.6956, 0.6187, -0.7612], [-0.0124, 1.7414, 0.0916], [-2.3300, 0.2152, -0.2204]], "lowdin_charge": [0.08, -0.44, -0.01, -0.11, -0.04, 0.15, 0.12, 0.12, 0.13]}



## ii
{"formula": "C3H3NO2", "method": "ωB97M-V/def2-TZVPD", "lumo_energy_ha": 0.0189, "homo_ev": -11.665, "mol_weight_da": 85.1, "smiles": "O=C=O.CC#N", "orbital_gap_ev": 12.180, "species": ["O", "C", "O", "C", "C", "N", "H", "H", "H"], "coordinates": [[-1.5751, -4.1193, 0.2457], [-1.2090, -3.2007, 0.8168], [-0.7708, -2.2382, 1.2715], [0.4074, -0.1043, -0.0952], [0.5753, -1.3475, -0.7483], [0.6461, -2.3246, -1.3360], [-0.7243, 0.0403, 0.1385], [0.7528, 0.8213, -0.7421], [0.9229, -0.1926, 0.9987]], "lowdin_charge": [0.23, -0.44, 0.16, -0.12, -0.36, 0.16, 0.11, 0.12, 0.14]}



Energies relative to the minimum, eV: i 2.501; ii 0.000



## i
{"formula": "C2H4N2S2", "method": "ωB97M-V/def2-TZVPD", "lumo_energy_ha": -0.0313, "homo_ev": -8.879, "mol_weight_da": 120.2, "smiles": "N/N=C/C(=S)S", "orbital_gap_ev": 8.028, "species": ["N", "N", "C", "C", "S", "S", "H", "H", "H", "H"], "coordinates": [[3.0069, -0.0025, -0.5769], [1.7116, -0.4064, -0.5295], [0.8715, 0.5003, -0.1359], [-0.5389, 0.2577, 0.1692], [-1.6176, 1.2829, 0.8155], [-1.0780, -1.3710, -0.2473], [3.5958, -0.7852, -0.3360], [3.3107, 0.9620, -0.3735], [1.1021, 1.5610, -0.2367], [0.0951, -2.0138, -0.5998]], "lowdin_charge": [0.00, -0.05, -0.29, -1.22, 0.64, 0.72, 0.09, 0.11, 0.11, -0.11]}



## ii
{"formula": "C2H4N2S2", "method": "ωB97M-V/def2-TZVPD", "lumo_energy_ha": -0.0105, "homo_ev": -8.577, "mol_weight_da": 120.2, "orbital_gap_ev": 8.291, "species": ["C", "C", "N", "N", "S", "S", "H", "H", "H", "H"], "coordinates": [[-0.8717, 0.9169, -0.4795], [1.0502, -1.1987, -0.7152], [-0.4684, 1.1587, 1.7911], [-0.9365, 0.6992, 0.7769], [-1.8936, 2.2436, -0.7484], [-0.0224, -0.1470, -1.6230], [2.0973, -0.8730, -0.6941], [1.1158, -2.1077, -1.3284], [0.8004, -1.4337, 0.3850], [-0.8712, 0.7417, 2.6356]], "lowdin_charge": [-1.16, -0.45, 0.13, -0.21, 0.58, 0.88, 0.04, 0.03, 0.08, 0.08]}



Energies relative to the minimum, eV: i 0.000; ii 1.154



## i
{"formula": "C2H4N2S2", "method": "ωB97M-V/def2-TZVPD", "lumo_energy_ha": [-0.0545, -0.0727], "homo_ev": [-8.747, -8.480], "mol_weight_da": 120.2, "orbital_gap_ev": [7.263, 6.502], "species": ["C", "C", "N", "N", "S", "S", "H", "H", "H", "H"], "coordinates": [[-2.1213, -1.0579, -1.3611], [1.7358, 1.6925, 0.7002], [-0.8972, -2.6448, -0.1115], [-1.6754, -1.7946, -0.5253], [-2.7358, -0.0002, -2.3693], [0.3770, 0.5853, 0.4366], [2.2742, 1.5053, 1.6932], [1.3726, 2.6807, 0.7372], [2.4684, 1.8087, -0.1592], [-0.7984, -2.7748, 0.9592]], "lowdin_charge": [-0.75, -0.61, 0.07, -0.16, 0.67, 0.58, 0.05, -0.01, 0.05, 0.10]}



## ii
{"formula": "C2H4N2S2", "method": "ωB97M-V/def2-TZVPD", "lumo_energy_ha": [-0.0537, -0.0547], "homo_ev": [-8.636, -8.648], "mol_weight_da": 120.2, "orbital_gap_ev": [7.173, 7.160], "species": ["C", "C", "N", "N", "S", "S", "H", "H", "H", "H"], "coordinates": [[1.0133, 1.0945, -0.1841], [-0.1420, -1.0745, -0.2208], [-0.4541, 1.1780, -0.0997], [-0.9899, 0.0181, -0.1819], [-2.6106, -0.3309, -0.0363], [1.5719, -0.5806, -0.5430], [1.3451, 1.9052, -0.7495], [1.2373, 1.2684, 0.9943], [-0.4226, -1.5066, 1.6069], [-0.5485, -1.9715, -0.5859]], "lowdin_charge": [-0.48, -0.54, 0.01, -0.80, 0.53, 0.87, 0.05, 0.14, 0.21, 0.02]}



Energies relative to the minimum, eV: i 0.000; ii 1.226



## i
{"formula": "C2H4N2S2", "method": "ωB97M-V/def2-TZVPD", "lumo_energy_ha": [-0.0641, -0.0570], "homo_ev": [-8.968, -8.490], "mol_weight_da": 120.2, "orbital_gap_ev": [7.222, 6.939], "species": ["C", "C", "N", "N", "S", "S", "H", "H", "H", "H"], "coordinates": [[0.2184, 2.2769, -0.2849], [-0.4264, -1.0416, -0.4353], [2.5792, 2.1171, -0.6076], [1.4086, 2.0147, -0.3094], [-1.3499, 2.4212, -0.4373], [0.9768, -0.5099, 0.4306], [-0.3594, -1.5692, -1.4703], [-1.1663, -0.1103, -0.4039], [-0.7684, -1.9386, 0.1444], [3.0381, 2.5066, 0.2470]], "lowdin_charge": [-0.72, -0.64, 0.10, -0.25, 0.72, 0.61, 0.06, -0.01, 0.03, 0.10]}



## ii
{"formula": "C2H4N2S2", "method": "ωB97M-V/def2-TZVPD", "lumo_energy_ha": -0.0371, "homo_ev": -8.613, "mol_weight_da": 120.2, "smiles": "N/N=C\\C(=S)S", "orbital_gap_ev": 7.602, "species": ["N", "N", "C", "C", "S", "S", "H", "H", "H", "H"], "coordinates": [[0.8941, 2.2180, 0.3617], [-0.2113, 2.1813, -0.4007], [-0.7558, 0.9582, -0.6429], [-0.2125, -0.3856, -0.1526], [0.3006, -1.5674, -1.2720], [-0.3017, -0.9536, 1.4620], [1.6577, 1.6627, 0.3650], [1.0053, 3.2994, 0.6002], [-1.6568, 0.9073, -1.3448], [0.0413, 0.2352, 2.3853]], "lowdin_charge": [-0.03, -0.07, -0.24, -1.22, 0.58, 0.67, 0.04, 0.16, 0.12, -0.01]}



## iii
{"formula": "C2H4N2S2", "method": "ωB97M-V/def2-TZVPD", "lumo_energy_ha": [-0.0960, -0.0912], "homo_ev": [-9.248, -9.378], "mol_weight_da": 120.2, "orbital_gap_ev": [6.637, 6.896], "species": ["C", "C", "N", "N", "S", "S", "H", "H", "H", "H"], "coordinates": [[-1.4971, 1.8930, 0.7057], [1.2312, -1.5889, -1.0461], [-1.5892, 1.4370, 1.8472], [2.1214, -2.2321, -0.4515], [-2.7337, 1.6650, -0.4070], [-0.0438, -0.6752, -0.4503], [-0.7129, 2.4577, 0.1758], [1.4324, -1.4389, -2.0888], [-0.8547, 1.4460, 2.6347], [2.6464, -2.9637, -0.9195]], "lowdin_charge": [-0.93, -0.83, -0.02, 0.00, 0.73, 0.80, 0.05, 0.05, 0.10, 0.05]}



Energies relative to the minimum, eV: i 1.599; ii 0.000; iii 1.326